1.
{"formula": "C10H16N2OP", "method": "wB97M-V/def2-TZVPD", "symbols": ["C", "C", "C", "C", "C", "C", "C", "C", "C", "C", "N", "N", "O", "P", "H", "H", "H", "H", "H", "H", "H", "H", "H", "H", "H", "H", "H", "H", "H", "H"], "xyz": [[4.542633, 0.262549, 0.515184], [3.885222, -0.940417, 0.667351], [3.834902, 1.388042, 0.112080], [2.536023, -1.007604, 0.267947], [2.504292, 1.361334, -0.205437], [2.029897, 0.130939, -0.126929], [-3.055436, -1.028039, 0.404590], [-2.712247, 0.371019, 1.103862], [-1.865563, -2.674604, -1.016163], [-1.093338, 2.345416, 0.510223], [-2.145831, -1.197314, -0.734697], [-1.929968, 1.093802, 0.160669], [-0.994466, 0.703137, -2.171632], [-0.888472, 0.005327, -0.705176], [5.580330, 0.208815, 0.397705], [4.333785, -1.804918, 1.045588], [4.429873, 2.378593, -0.064691], [1.808612, -1.901941, 0.281396], [1.954939, 2.270580, -0.439545], [-3.070312, -1.854192, 1.103714], [-4.098849, -1.027519, -0.029698], [-3.610753, 0.866203, 1.324890], [-2.282440, 0.175940, 2.027375], [-1.397184, -2.792633, -2.138703], [-0.997231, -3.056071, -0.517778], [-2.737633, -3.293400, -0.846026], [-0.633369, 2.286248, 1.505351], [-0.255824, 2.509824, -0.359901], [-1.803682, 3.198478, 0.343333], [-1.867911, 1.022400, -2.414882]], "atomic_forces_ev_per_a": [[-1.3, -0.4, -1.0], [-1.4, 0.8, -0.6], [3.0, 2.2, -0.4], [-1.6, -3.6, 0.8], [-1.2, 2.2, -0.4], [-2.3, 0.4, -0.4], [-1.4, 1.5, -0.5], [-1.0, -1.9, -1.4], [1.9, 1.5, -3.4], [-0.5, 0.0, -2.4], [1.8, -1.6, 0.6], [3.6, 0.5, -0.9], [1.7, -0.7, 0.5], [-2.3, 0.8, -1.0], [1.6, 0.5, 0.8], [0.8, -1.2, 0.3], [-1.3, -1.9, 0.5], [1.9, 1.2, 0.2], [0.2, -0.3, -0.2], [0.5, -0.1, 0.3], [0.9, 0.3, 0.5], [-1.4, 0.9, 0.1], [1.4, -0.3, 1.8], [-1.9, 0.4, 2.3], [0.2, -0.2, 1.2], [-0.1, 0.2, -0.2], [-0.2, 0.2, -0.3], [-2.0, -0.6, 2.2], [0.9, -0.6, 0.7], [-0.4, -0.1, 0.2]], "multiplicity": 1, "relative_energy_ev": 3.369, "orbital_gap_ev": [6.599, 6.601], "total_charge": 1, "e_lumo_ev": [-5.76, -5.76]}


2.
{"formula": "C6H6N2", "method": "wB97M-V/def2-TZVPD", "symbols": ["C", "C", "C", "C", "C", "C", "H", "H", "H", "H", "H", "H", "N", "N"], "xyz": [[-1.069646, -1.178434, 0.052191], [-2.007585, 0.070989, -0.060270], [-1.147955, 1.133338, -0.032771], [0.234779, 0.771730, 0.006958], [1.618074, 1.066764, 0.066162], [2.285483, -0.195276, -0.102757], [-1.095877, -1.640718, 1.088446], [-1.186705, -2.028436, -0.571156], [-3.088425, -0.095172, -0.201174], [-1.523650, 2.051566, -0.346791], [2.003590, 2.102452, 0.259577], [3.321298, -0.292619, -0.050914], [1.448856, -1.162008, -0.098810], [0.207768, -0.604180, -0.008695]], "atomic_forces_ev_per_a": [[-1.1, -0.2, 2.6], [2.5, -1.5, 0.1], [-2.4, -0.7, -0.8], [2.1, -2.3, 0.6], [-1.1, 1.7, -0.3], [-1.1, 3.6, 1.2], [-0.6, 0.5, -0.8], [-0.4, -0.4, -1.2], [0.8, 0.8, 0.2], [-0.3, 1.9, 0.2], [-0.1, -1.4, -0.5], [1.4, -0.6, -0.2], [-2.6, -2.4, -0.1], [2.8, 1.0, -1.0]], "smiles": "C1=Cc2ccnn2C1", "multiplicity": 1, "relative_energy_ev": 1.412, "orbital_gap_ev": 9.203, "e_lumo_ev": 0.71}


3.
{"formula": "CH16O7", "method": "wB97M-V/def2-TZVPD", "symbols": ["C", "O", "H", "H", "H", "H", "O", "H", "H", "O", "H", "H", "O", "H", "H", "O", "H", "H", "O", "H", "H", "O", "H", "H"], "xyz": [[1.737382, -0.305885, 3.177361], [0.824970, -0.728848, 2.180234], [2.513499, -1.054822, 3.371159], [2.221261, 0.641740, 2.927888], [1.205085, -0.158359, 4.122117], [0.998996, -0.258785, 1.353481], [0.277819, -3.356896, 0.921016], [0.712669, -2.715214, 1.500369], [-0.322216, -2.806527, 0.405898], [0.603151, 0.199071, -0.481247], [-0.012618, -0.512639, -0.735518], [0.823636, 0.676410, -1.293794], [-1.872319, 2.484901, -1.913805], [-1.732273, 1.804215, -2.578231], [-1.007790, 2.888796, -1.776601], [-1.429467, -1.697876, -1.050266], [-2.143976, -1.633488, -0.400505], [-1.812497, -2.156013, -1.805945], [1.254270, 1.440873, -3.138043], [0.392331, 1.398271, -3.566080], [1.830246, 1.847831, -3.793978], [-2.057197, 1.200541, 0.901050], [-1.360586, 0.857947, 0.325882], [-1.644377, 1.944756, 1.347558]], "atomic_forces_ev_per_a": [[0.1, 0.1, 0.4], [0.1, 0.0, 0.1], [0.0, 0.0, -0.2], [0.0, -0.1, -0.1], [-0.1, 0.0, -0.1], [0.0, 0.0, 0.0], [0.0, 0.0, 0.0], [-0.1, 0.1, 0.0], [0.1, -0.1, -0.1], [-0.3, 0.0, 0.0], [0.3, 0.1, -0.1], [0.2, -0.1, 0.1], [0.1, 0.1, -0.2], [-0.1, 0.0, 0.1], [0.0, -0.1, 0.0], [-0.3, 0.0, 0.2], [0.1, 0.1, -0.1], [0.1, 0.0, 0.0], [-0.2, 0.1, 0.0], [0.1, 0.0, -0.1], [0.1, 0.0, 0.1], [0.0, -0.2, 0.0], [0.1, 0.2, 0.0], [0.0, 0.0, 0.0]], "smiles": "CO.O.O.O.O.O.O", "multiplicity": 1, "relative_energy_ev": 0.652, "orbital_gap_ev": 9.893, "e_lumo_ev": -0.19}